Molecular formula: C4H13NO2
Method: DFT, the ωB97M-V functional and the def2-TZVPD basis

ORCA input file:
```
! wB97M-V def2-TZVPD RIJCOSX def2/J DEFGRID3
* xyz 0 1
C -0.2119 -0.2478 -0.6367
C 1.2076 -0.5889 -0.4274
C 2.2503 0.2649 -0.9721
N 2.3060 1.5629 0.1034
C 1.4806 -1.4359 0.7912
H -0.7172 -0.6391 -1.5310
H -0.7361 -0.7447 0.1891
H -0.3573 0.8365 -0.6029
H 3.2792 -0.1070 -0.9841
H 1.5652 1.0518 0.5588
H 3.1085 1.4101 0.7279
H 1.7457 -0.8159 1.6621
H 0.5738 -2.0162 1.0555
H 2.3769 -2.1525 0.6676
H -3.8965 0.6085 0.2885
H -4.0330 -1.2246 0.4568
O -4.3141 -0.5287 -0.1416
H 1.9750 0.8877 -1.8500
H -4.0127 2.2319 0.0052
O -3.5898 1.6469 0.6395
*
```

**LUMO**: -4.006 eV
**ΔE to the lowest compared entry with this formula, charge and spin**: 701.48 kJ/mol
**HOMO**: -6.8 eV

Löwdin population analysis, charges in e, atoms 1 to 5:
1 C 0.007
2 C -0.193
3 C -0.121
4 N 0.095
5 C -0.019